1.
{
  "formula": "C30H31N10Re",
  "method": "ωB97M-V/def2-TZVPD",
  "de_lowest_kcal_mol": 8.5,
  "total_charge": 3,
  "energy_ha": -1786.670862,
  "lumo_energy_ev": [-10.195, -10.517],
  "s_squared": 0.773,
  "multiplicity": 2,
  "elements": ["Re", "C", "C", "C", "C", "C", "C", "C", "N", "C", "N", "C", "C", "C", "C", "C", "C", "C", "N", "C", "C", "C", "C", "C", "C", "C", "H", "H", "H", "H", "H", "H", "H", "H", "H", "H", "H", "H", "H", "H", "H", "H", "H", "H", "H", "H", "H", "H", "N", "C", "N", "C", "C", "C", "C", "C", "C", "H", "H", "H", "H", "H", "H", "N", "N", "N", "C", "N", "N", "H", "H", "H"],
  "xyz": [[0.01, -1.81, -0.78], [-2.45, 2.91, 1.69], [-1.11, 3.58, 1.68], [-0.83, 4.58, 2.62], [0.36, 5.28, 2.61], [1.33, 5.01, 1.64], [1.10, 4.01, 0.72], [-0.10, 3.31, 0.75], [-0.26, 2.28, -0.26], [-0.32, 0.98, 0.00], [-0.33, 0.58, 1.29], [-0.40, -0.69, 1.86], [-0.34, -1.88, 1.09], [-0.47, -3.14, 1.75], [-0.60, -3.19, 3.11], [-0.60, -1.99, 3.85], [-0.49, -0.75, 3.28], [-0.48, 0.50, 4.12], [-0.30, 0.05, -1.00], [-0.34, 0.47, -2.39], [0.78, 0.13, -3.14], [0.83, 0.40, -4.50], [-0.25, 1.04, -5.10], [-1.35, 1.39, -4.33], [-1.44, 1.12, -2.97], [-2.68, 1.52, -2.23], [-3.22, 3.61, 2.00], [-2.50, 2.06, 2.37], [-2.72, 2.55, 0.70], [-1.59, 4.83, 3.35], [0.53, 6.06, 3.34], [2.25, 5.57, 1.62], [1.84, 3.78, -0.03], [-0.07, 2.53, -1.23], [-0.30, 1.37, 1.94], [-0.44, -4.06, 1.18], [-0.69, -4.14, 3.62], [-0.68, -2.06, 4.93], [-0.34, 0.25, 5.17], [-1.41, 1.06, 4.03], [0.35, 1.17, 3.85], [1.66, -0.27, -2.64], [1.71, 0.15, -5.07], [-0.22, 1.28, -6.15], [-2.18, 1.90, -4.81], [-3.56, 1.30, -2.83], [-2.69, 2.60, -2.04], [-2.79, 1.01, -1.28], [3.90, -2.93, -1.79], [2.61, -2.74, -1.98], [2.02, -2.20, -0.91], [3.05, -2.03, 0.06], [3.03, -1.53, 1.36], [4.24, -1.52, 2.03], [5.43, -1.98, 1.45], [5.45, -2.48, 0.16], [4.23, -2.49, -0.51], [4.53, -3.34, -2.46], [2.11, -3.00, -2.90], [2.13, -1.19, 1.84], [4.27, -1.15, 3.05], [6.34, -1.95, 2.02], [6.36, -2.84, -0.29], [-5.11, -2.13, -2.31], [-3.85, -2.50, -2.07], [-3.50, -3.77, -2.15], [-2.24, -3.73, -1.76], [-1.86, -2.47, -1.47], [-2.93, -1.69, -1.68], [-5.62, -2.84, -2.82], [-5.20, -1.15, -2.56], [-1.61, -4.60, -1.69]],
  "lowdin_charge": [1.5626, -0.0149, -0.2188, -0.0108, -0.0285, -0.0379, -0.0073, -0.1940, 0.1881, -0.2850, 0.1960, -0.1749, -0.3069, -0.0756, -0.0208, 0.0386, -0.1816, -0.0048, -0.0766, -0.2579, -0.0518, -0.0409, -0.0197, 0.0015, -0.2203, -0.0426, 0.1036, 0.0706, 0.0644, 0.1304, 0.1251, 0.1229, 0.1222, 0.1692, 0.1203, 0.1098, 0.1308, 0.1403, 0.1030, 0.0906, 0.0982, 0.0925, 0.1217, 0.1285, 0.1354, 0.0887, 0.0998, 0.0515, 0.1885, -0.1166, -0.0843, -0.1878, -0.0003, -0.0283, -0.0221, 0.0349, -0.1617, 0.1986, 0.1523, 0.0933, 0.1231, 0.1288, 0.1350, 0.2010, -0.2396, 0.1933, -0.1370, -0.1441, 0.1307, 0.1439, 0.1298, 0.1341]
}

2.
{
  "formula": "C4H8O2",
  "method": "ωB97M-V/def2-TZVPD",
  "de_lowest_kcal_mol": 27.3,
  "total_charge": 0,
  "energy_ha": -307.668943,
  "smiles": "C[C@H](C=O)CO",
  "lumo_energy_ev": 0.715,
  "elements": ["C", "C", "C", "O", "C", "O", "H", "H", "H", "H", "H", "H", "H", "H"],
  "xyz": [[-1.19, -1.04, 0.25], [-0.27, 0.17, 0.18], [-0.81, 1.25, -0.73], [-1.93, 1.26, -1.17], [1.16, -0.19, -0.23], [2.02, 0.85, 0.21], [-2.20, -0.74, 0.51], [-0.83, -1.75, 1.01], [-1.23, -1.55, -0.71], [-0.17, 0.63, 1.18], [-0.09, 2.05, -0.99], [1.43, -1.16, 0.22], [1.22, -0.32, -1.32], [2.92, 0.53, 0.23]],
  "nbo_charge": [-0.6075, -0.3589, 0.4467, -0.5220, -0.0503, -0.7256, 0.2333, 0.2086, 0.2121, 0.2363, 0.1192, 0.1710, 0.1618, 0.4752]
}

3.
{
  "formula": "C21H27N8SSbSeTi",
  "method": "ωB97M-V/def2-TZVPD",
  "de_lowest_kcal_mol": 39.7,
  "total_charge": 2,
  "energy_ha": -5143.286844,
  "lumo_energy_ev": [-6.127, -6.876],
  "s_squared": 2.017,
  "multiplicity": 3,
  "elements": ["Ti", "Se", "N", "C", "C", "C", "C", "C", "N", "C", "C", "N", "C", "C", "C", "C", "C", "N", "H", "H", "H", "H", "H", "H", "C", "C", "N", "N", "C", "S", "N", "N", "H", "H", "H", "H", "H", "H", "C", "C", "Sb", "C", "C", "C", "C", "H", "H", "H", "H", "H", "H", "H", "H", "H", "H", "H", "H", "H", "H", "H"],
  "xyz": [[-0.05, 0.70, -0.17], [-5.83, 0.36, -4.22], [-4.89, -0.86, -3.40], [-4.07, -0.29, -2.53], [-3.16, -0.99, -1.68], [-3.09, -2.38, -1.57], [-2.19, -2.94, -0.69], [-1.31, -2.12, 0.01], [-1.33, -0.79, -0.09], [-2.28, -0.21, -0.89], [-2.39, 1.22, -0.83], [-1.57, 1.88, 0.05], [-1.74, 3.19, 0.21], [-2.68, 3.93, -0.49], [-3.49, 3.29, -1.42], [-3.36, 1.91, -1.59], [-4.17, 1.14, -2.49], [-5.06, 1.65, -3.32], [-3.76, -2.99, -2.17], [-2.13, -4.01, -0.55], [-0.56, -2.56, 0.67], [-1.10, 3.67, 0.94], [-2.77, 4.99, -0.32], [-4.21, 3.84, -2.01], [3.00, -2.23, 3.05], [2.85, -2.16, 1.59], [3.50, -2.83, 0.71], [3.07, -2.44, -0.50], [2.13, -1.49, -0.41], [1.35, -0.67, -1.64], [1.96, -1.29, 0.95], [1.14, -0.31, 1.50], [3.62, -3.09, 3.30], [2.04, -2.33, 3.56], [3.49, -1.34, 3.43], [3.47, -2.83, -1.35], [1.71, 0.35, 2.06], [0.45, -0.73, 2.16], [0.75, 5.77, 0.85], [1.97, 4.88, 0.85], [1.72, 2.85, 0.07], [1.23, 3.44, -1.96], [0.61, 2.31, -2.77], [3.87, 2.45, -0.12], [4.19, 1.23, -0.97], [1.06, 6.79, 1.08], [0.03, 5.47, 1.60], [0.26, 5.80, -0.13], [2.37, 4.79, 1.85], [2.75, 5.31, 0.21], [2.13, 3.82, -2.45], [0.53, 4.28, -1.88], [1.36, 1.57, -3.06], [0.16, 2.70, -3.68], [-0.19, 1.79, -2.19], [4.27, 2.34, 0.89], [4.30, 3.35, -0.57], [3.74, 0.33, -0.55], [5.27, 1.09, -1.01], [3.83, 1.36, -1.99]],
  "nbo_charge": [0.9649, 1.1210, -0.6089, 0.1051, -0.0726, -0.0800, -0.2083, 0.0768, -0.5631, 0.2123, 0.0793, -0.5645, 0.0650, -0.2238, -0.0971, 0.0181, 0.0857, -0.6105, 0.2667, 0.2543, 0.2019, 0.2239, 0.2559, 0.2643, -0.6770, 0.3643, -0.2065, -0.3406, 0.2407, -0.1296, -0.2425, -0.6383, 0.2882, 0.2393, 0.2497, 0.4581, 0.4157, 0.4080, -0.6279, -0.6504, 0.9363, -0.6950, -0.5823, -0.6714, -0.6117, 0.2456, 0.2031, 0.2022, 0.2339, 0.2344, 0.2487, 0.2305, 0.2296, 0.2471, 0.1432, 0.2249, 0.2379, 0.1740, 0.2373, 0.2143]
}

4.
{
  "formula": "C6H7N",
  "method": "ωB97M-V/def2-TZVPD",
  "de_lowest_kcal_mol": 73.2,
  "total_charge": 0,
  "energy_ha": -287.470537,
  "lumo_energy_ev": 0.856,
  "elements": ["C", "C", "C", "C", "N", "C", "C", "H", "H", "H", "H", "H", "H", "H"],
  "xyz": [[-0.46, -1.37, 0.37], [-0.44, 0.12, 0.02], [0.91, 0.77, 0.45], [0.98, 0.80, 2.96], [1.17, 0.58, 1.83], [-0.60, 0.34, -1.42], [-0.70, 0.52, -2.61], [0.36, -1.90, -0.13], [-0.36, -1.51, 1.45], [-1.41, -1.83, 0.06], [-1.27, 0.62, 0.55], [1.73, 0.32, -0.08], [0.88, 1.85, 0.21], [-0.80, 0.68, -3.66]],
  "nbo_charge": [-0.5972, -0.2967, -0.2203, 0.3065, -0.5401, -0.0006, -0.2399, 0.2119, 0.2251, 0.2237, 0.2372, 0.2187, 0.2295, 0.2422]
}

5.
{
  "formula": "C13H20Cl4NO",
  "method": "ωB97M-V/def2-TZVPD",
  "total_charge": 1,
  "energy_ha": -2477.860685,
  "lumo_energy_ev": -4.239,
  "elements": ["C", "C", "C", "C", "C", "C", "C", "O", "C", "C", "C", "N", "C", "C", "Cl", "H", "H", "H", "H", "H", "H", "H", "H", "H", "H", "H", "H", "H", "H", "H", "H", "H", "H", "H", "C", "Cl", "Cl", "Cl", "H"],
  "xyz": [[-2.00, 1.35, -0.41], [-1.42, 2.80, -0.16], [-0.79, 2.98, 1.26], [0.77, 3.16, 1.22], [1.35, 1.97, 0.45], [1.18, 0.69, 1.00], [1.65, -0.46, 0.34], [1.48, -1.69, 0.81], [0.18, -1.89, 1.45], [-0.27, -3.37, 1.44], [-1.81, -3.40, 1.10], [2.32, -0.30, -0.82], [2.52, 0.92, -1.39], [2.05, 2.07, -0.80], [2.30, 3.63, -1.54], [-1.58, 0.60, 0.28], [-3.10, 1.40, -0.35], [-1.79, 1.04, -1.46], [-0.71, 3.05, -0.97], [-2.29, 3.47, -0.27], [-1.01, 2.08, 1.87], [-1.29, 3.82, 1.75], [1.07, 4.12, 0.80], [1.17, 3.05, 2.25], [0.66, 0.60, 1.96], [-0.62, -1.30, 0.97], [0.30, -1.57, 2.51], [0.31, -4.00, 0.75], [-0.11, -3.79, 2.45], [-2.08, -2.68, 0.31], [-2.34, -3.06, 2.01], [-2.17, -4.40, 0.81], [2.71, -1.09, -1.33], [3.08, 0.97, -2.33], [0.10, -2.08, -3.12], [1.08, -2.09, -4.58], [-1.55, -1.57, -3.47], [0.11, -3.67, -2.34], [0.53, -1.37, -2.43]],
  "nbo_charge": [-0.6176, -0.4214, -0.3872, -0.4536, 0.1524, -0.3206, 0.5910, -0.4640, -0.0698, -0.4330, -0.6118, -0.4794, 0.0472, -0.0920, 0.0854, 0.1817, 0.2305, 0.2157, 0.2000, 0.2306, 0.1949, 0.2404, 0.2497, 0.2442, 0.2638, 0.1933, 0.1949, 0.2319, 0.2227, 0.2032, 0.2134, 0.2374, 0.4589, 0.2622, -0.2903, 0.0356, 0.0408, 0.0269, 0.1918]
}

6.
{
  "formula": "C4H12",
  "method": "ωB97M-V/def2-TZVPD",
  "de_lowest_kcal_mol": 4.4,
  "total_charge": 0,
  "energy_ha": -159.578028,
  "smiles": "CC.CC",
  "lumo_energy_ev": 1.153,
  "elements": ["C", "C", "H", "H", "H", "H", "H", "H", "C", "C", "H", "H", "H", "H", "H", "H"],
  "xyz": [[1.13, 1.21, 0.19], [2.21, 0.90, 1.22], [0.83, 0.24, -0.23], [0.26, 1.73, 0.58], [1.52, 1.76, -0.67], [3.19, 0.78, 0.76], [1.99, 0.00, 1.79], [2.33, 1.69, 1.97], [-1.48, -0.94, -1.42], [-1.95, -1.09, 0.05], [-0.85, -1.80, -1.64], [-2.27, -0.92, -2.17], [-0.84, -0.06, -1.51], [-2.56, -0.26, 0.39], [-1.05, -1.19, 0.64], [-2.47, -2.04, 0.07]],
  "nbo_charge": [-0.6118, -0.6082, 0.2011, 0.2069, 0.2044, 0.2047, 0.2011, 0.2015, -0.6028, -0.6036, 0.1978, 0.2023, 0.2002, 0.2042, 0.2004, 0.2018]
}

7.
{
  "formula": "C16H19F3N3O2PS",
  "method": "ωB97M-V/def2-TZVPD",
  "total_charge": 0,
  "energy_ha": -1974.816608,
  "smiles": "O=S(=O)([PH4])C(F)(F)F.c1ccncc1.c1ccncc1.c1ccncc1",
  "lumo_energy_ev": 0.024,
  "elements": ["O", "S", "O", "P", "C", "F", "F", "F", "H", "H", "H", "H", "C", "C", "C", "N", "C", "C", "H", "H", "H", "H", "H", "C", "C", "C", "N", "C", "C", "H", "H", "H", "H", "H", "C", "C", "C", "N", "C", "C", "H", "H", "H", "H", "H"],
  "xyz": [[2.37, 1.92, 0.34], [2.28, 2.46, -1.06], [2.45, 1.40, -2.13], [0.39, 3.56, -1.36], [3.65, 3.72, -1.40], [4.23, 3.51, -2.65], [4.64, 3.53, -0.44], [3.20, 5.04, -1.39], [0.87, 4.50, -0.38], [0.66, 3.65, -2.76], [-0.40, 2.45, -0.91], [-0.82, 4.37, -1.46], [-2.68, -1.32, 0.08], [-3.87, -0.69, -0.28], [-3.96, -0.12, -1.54], [-2.96, -0.13, -2.43], [-1.82, -0.74, -2.06], [-1.64, -1.34, -0.83], [-2.58, -1.78, 1.05], [-4.71, -0.65, 0.40], [-4.87, 0.38, -1.86], [-1.03, -0.73, -2.81], [-0.70, -1.82, -0.59], [-1.81, -5.83, -3.48], [-1.57, -6.93, -2.67], [-1.88, -6.83, -1.33], [-2.40, -5.74, -0.76], [-2.63, -4.69, -1.56], [-2.36, -4.68, -2.92], [-1.58, -5.86, -4.54], [-1.14, -7.84, -3.08], [-1.71, -7.66, -0.65], [-3.05, -3.81, -1.08], [-2.56, -3.81, -3.52], [3.73, 3.40, 5.19], [3.72, 2.82, 3.93], [2.53, 2.32, 3.44], [1.37, 2.35, 4.12], [1.40, 2.92, 5.33], [2.54, 3.45, 5.91], [4.64, 3.80, 5.61], [4.63, 2.76, 3.34], [2.48, 1.86, 2.46], [0.45, 2.94, 5.86], [2.51, 3.90, 6.90]],
  "nbo_charge": [-0.9086, 1.5899, -0.9077, 0.3980, 0.7399, -0.3083, -0.3084, -0.3292, 0.0321, 0.0513, 0.0812, -0.1266, -0.1707, -0.2634, 0.0267, -0.4234, 0.0185, -0.2619, 0.2256, 0.2233, 0.1940, 0.1992, 0.2324, -0.1667, -0.2637, 0.0315, -0.4185, 0.0311, -0.2641, 0.2164, 0.2200, 0.1927, 0.1963, 0.2242, -0.1690, -0.2650, 0.0285, -0.4232, 0.0288, -0.2698, 0.2138, 0.2215, 0.2241, 0.1893, 0.2178]
}

8.
{
  "formula": "CH2OS",
  "method": "ωB97M-V/def2-TZVPD",
  "de_lowest_kcal_mol": 1.4,
  "total_charge": 0,
  "energy_ha": -512.712239,
  "smiles": "O=CS",
  "lumo_energy_ev": 0.731,
  "elements": ["O", "C", "S", "H", "H"],
  "xyz": [[-1.38, -0.36, -0.11], [-0.41, 0.35, -0.06], [1.26, -0.06, -0.11], [-0.53, 1.46, 0.08], [1.06, -1.38, 0.21]],
  "nbo_charge": [-0.5224, 0.2251, 0.0165, 0.1295, 0.1513]
}

9.
{
  "formula": "C5H16N4",
  "method": "ωB97M-V/def2-TZVPD",
  "de_lowest_kcal_mol": 123.9,
  "total_charge": 2,
  "energy_ha": -418.308958,
  "lumo_energy_ev": [-9.865, -9.864],
  "elements": ["C", "C", "C", "C", "C", "N", "N", "N", "N", "H", "H", "H", "H", "H", "H", "H", "H", "H", "H", "H", "H", "H", "H", "H", "H"],
  "xyz": [[1.66, 0.31, 1.12], [0.39, -0.51, -1.93], [-1.99, -0.23, -1.26], [-0.48, 1.73, -1.16], [-0.58, 0.26, -1.09], [1.84, -0.90, 1.53], [-0.34, 0.36, 0.32], [1.39, -1.48, 2.69], [-1.11, 0.11, 1.30], [1.07, 0.94, 1.79], [2.27, 0.74, 0.41], [1.52, -0.25, -1.84], [0.29, -1.64, -1.78], [0.16, -0.24, -2.90], [-2.35, -0.24, -2.32], [-2.69, 0.43, -0.82], [-2.19, -1.22, -0.97], [-1.12, 2.30, -0.42], [0.43, 2.08, -0.89], [-0.70, 2.03, -2.14], [2.44, -1.45, 0.85], [1.90, -2.35, 2.87], [1.10, -0.76, 3.35], [-1.90, -0.46, 1.07], [-0.99, 0.45, 2.24]],
  "nbo_charge": [0.0284, -0.6165, -0.6910, -0.5771, 0.0662, -0.2609, 0.0788, -0.6066, -0.3493, 0.1991, 0.2602, 0.2361, 0.2555, 0.2700, 0.2941, 0.2365, 0.2427, 0.2473, 0.2293, 0.2840, 0.4564, 0.4473, 0.4100, 0.4238, 0.4356]
}

10.
{
  "formula": "C4H5Cl4O2P",
  "method": "ωB97M-V/def2-TZVPD",
  "de_lowest_kcal_mol": 15.8,
  "total_charge": 0,
  "energy_ha": -2488.059908,
  "smiles": "O=P(Cl)(Cl)Cl.CCC(Cl)=C=O",
  "lumo_energy_ev": -0.313,
  "elements": ["O", "P", "Cl", "Cl", "Cl", "C", "C", "C", "Cl", "C", "O", "H", "H", "H", "H", "H"],
  "xyz": [[-1.50, 2.64, -0.55], [-1.89, 3.78, -1.38], [-3.23, 3.44, -2.80], [-0.31, 4.60, -2.17], [-2.59, 5.29, -0.14], [-0.60, -0.34, 0.02], [0.74, 0.50, -0.10], [0.91, 0.81, -1.51], [2.49, 1.24, -2.27], [-0.10, 1.14, -2.29], [-0.86, 1.55, -3.05], [-0.93, -0.65, -1.10], [-1.46, 0.26, 0.43], [-0.34, -1.25, 0.56], [1.56, -0.11, 0.22], [0.63, 1.36, 0.48]],
  "nbo_charge": [-1.0660, 1.6652, -0.1670, -0.1902, -0.2385, -0.5998, -0.4293, -0.3091, -0.0089, 0.7225, -0.4711, 0.1975, 0.2361, 0.2197, 0.2165, 0.2226]
}

11.
{
  "formula": "C5H11N2",
  "method": "ωB97M-V/def2-TZVPD",
  "de_lowest_kcal_mol": 120.8,
  "total_charge": 1,
  "energy_ha": -306.191015,
  "lumo_energy_ev": -3.425,
  "elements": ["C", "C", "C", "C", "C", "N", "N", "H", "H", "H", "H", "H", "H", "H", "H", "H", "H", "H"],
  "xyz": [[1.05, 0.12, 2.55], [0.45, 0.43, 1.56], [0.89, 1.82, -1.49], [-0.60, -2.08, 0.03], [-0.53, 0.54, -0.13], [0.31, 0.50, -1.18], [-1.25, -0.69, 0.14], [1.19, -0.05, 3.58], [0.15, 2.51, -1.59], [1.58, 2.02, -0.65], [1.59, 1.67, -2.32], [-0.95, -2.60, 0.82], [-0.88, -2.50, -0.97], [0.49, -1.93, 0.22], [-0.91, 1.53, -0.08], [1.08, -0.24, -1.23], [-2.20, -0.53, -0.35], [-1.47, -0.50, 1.08]],
  "nbo_charge": [-0.2603, -0.2656, -0.4135, -0.3910, 0.2292, -0.5891, -0.5398, 0.2518, 0.2087, 0.2084, 0.2365, 0.2339, 0.2516, 0.2550, 0.2652, 0.4094, 0.4497, 0.4599]
}

12.
{
  "formula": "C7H16S2",
  "method": "ωB97M-V/def2-TZVPD",
  "de_lowest_kcal_mol": 118.5,
  "total_charge": 0,
  "energy_ha": -1072.493952,
  "lumo_energy_ev": [0.540, 0.295],
  "elements": ["C", "C", "C", "C", "C", "C", "C", "S", "S", "H", "H", "H", "H", "H", "H", "H", "H", "H", "H", "H", "H", "H", "H", "H", "H"],
  "xyz": [[-2.47, 0.54, 0.82], [-1.95, -1.52, -0.90], [1.27, 1.54, -1.15], [2.76, 0.67, 0.77], [-1.84, -0.09, -0.39], [1.30, 0.85, 0.29], [0.63, -0.50, 0.11], [1.26, -1.45, -1.19], [0.49, -1.53, 1.54], [-1.94, 0.35, 1.84], [-3.40, 0.10, 0.87], [-2.45, 1.62, 0.73], [-3.01, -1.94, -0.71], [-1.84, -1.61, -1.91], [-1.18, -2.28, -0.40], [2.05, 1.10, -1.67], [1.20, 2.52, -1.02], [0.39, 1.28, -1.61], [2.63, 0.31, 1.73], [3.40, 1.48, 0.92], [3.41, 0.02, 0.26], [-1.36, 0.44, -1.15], [0.66, 1.58, 0.79], [0.49, -2.66, -0.81], [-0.51, -0.81, 2.23]],
  "nbo_charge": [-0.6624, -0.6604, -0.5849, -0.6269, -0.0689, -0.3044, -0.3289, 0.0236, 0.0026, 0.2003, 0.2215, 0.2262, 0.2044, 0.2135, 0.2040, 0.2033, 0.2042, 0.1982, 0.2149, 0.2155, 0.2161, 0.1845, 0.2240, 0.1594, 0.1206]
}